Computed, not measured: a cluster of 2 separate species, C14H16 in total at a distorted geometry, with the ωB97M-V functional and the def2-TZVPD basis.

Geometry as ORCA input:
```
! wB97M-V def2-TZVPD RIJCOSX def2/J DEFGRID3
* xyz 1 2
C 1.11 3.20 2.56
C 1.53 1.88 -1.51
C 2.42 1.44 -0.53
C 0.51 2.75 -1.16
C 2.28 1.88 0.77
C 0.36 3.16 0.18
C 1.24 2.71 1.16
H 1.55 1.61 -2.53
H 3.21 0.83 -0.84
H -0.19 3.10 -1.94
H 2.96 1.49 1.56
H -0.47 3.86 0.44
H 0.30 3.89 2.65
H 2.04 3.79 2.79
H 1.00 2.41 3.27
C -1.64 -4.74 -0.82
C 0.06 -1.33 -0.13
C -0.13 -2.72 -0.36
C -1.04 -0.46 -0.12
C -1.40 -3.25 -0.60
C -2.31 -0.97 -0.32
C -2.49 -2.37 -0.55
H 1.07 -0.96 -0.05
H 0.70 -3.33 -0.34
H -0.85 0.58 0.06
H -3.17 -0.30 -0.31
H -2.42 -4.88 -1.59
H -2.01 -5.14 0.07
H -3.48 -2.78 -0.71
H -0.76 -5.34 -1.11
*
```

Results
**Frontier orbital gap (alpha / beta)**: 8.21 / 3.59 eV
**Total energy**: -542.742220 a.u.
**<S²>**: 0.77
**ΔE to the lowest compared entry with this formula, charge and spin**: 29.8 kJ/mol

Computed, not measured: the molecule C4H8NO2PS3 at a distorted geometry, with the ωB97M-V functional and the def2-TZVPD basis.

Geometry as ORCA input:
```
! wB97M-V def2-TZVPD RIJCOSX def2/J DEFGRID3
* xyz 0 1
C -0.18 1.63 -0.71
C -1.46 2.52 -2.54
C 0.96 -0.12 3.07
C 0.36 -2.68 -0.15
N 0.31 1.04 0.23
O 1.81 -0.11 1.96
O 0.29 -1.44 0.55
P 1.43 -0.27 0.45
S -1.40 -0.62 -2.78
S -1.08 3.10 -0.76
S -0.39 1.04 -2.59
H -2.47 2.05 -2.50
H -1.36 3.07 -3.54
H 0.33 0.88 2.96
H 1.73 -0.02 3.80
H 0.28 -0.97 3.28
H -0.41 -3.08 0.47
H 1.23 -3.30 -0.08
H 0.01 -2.73 -1.15
*
```

Results
**Frontier orbital gap**: 7.81 eV
**Total energy**: -1898.300680 a.u.
**ΔE to the lowest compared entry with this formula, charge and spin**: 168.9 kJ/mol

Computed, not measured: the molecule C7H9N3 at a distorted geometry, with the ωB97M-V functional and the def2-TZVPD basis.

Geometry as ORCA input:
```
! wB97M-V def2-TZVPD RIJCOSX def2/J DEFGRID3
* xyz 0 1
C -0.15 -2.60 -0.48
N -0.18 -1.33 0.26
C -1.39 -1.05 0.90
C -1.86 0.23 1.39
C -1.09 1.48 1.05
C 0.30 0.90 0.78
C 0.20 -0.05 -0.30
N 1.49 0.64 -0.11
C 1.69 1.06 -1.32
N 1.74 1.49 -2.49
H 0.91 -3.03 -0.48
H -0.59 -3.42 0.16
H -0.61 -2.62 -1.57
H -2.00 -1.91 1.15
H -2.67 0.40 2.11
H -1.47 2.12 0.30
H -1.06 2.17 1.94
H 0.53 0.47 1.67
H -0.53 0.31 -0.97
*
```

Results
**Frontier orbital gap**: 9.39 eV
**Structure (SMILES)**: CN1C=CC[C@H]2[C@H]1N2C#N
**Total energy**: -436.185453 a.u.
**ΔE to the lowest compared entry with this formula, charge and spin**: 605.9 kJ/mol

Computed, not measured: a cluster of 2 separate species, C7H12N2O in total at a distorted geometry, with the ωB97M-V functional and the def2-TZVPD basis.

Geometry as ORCA input:
```
! wB97M-V def2-TZVPD RIJCOSX def2/J DEFGRID3
* xyz 0 1
C 1.56 0.55 0.28
C 2.46 0.96 -0.72
C 3.69 1.49 -0.70
C -1.08 -1.86 -0.19
C -1.16 -0.39 1.75
C -2.35 0.35 -0.43
C -1.26 -0.45 0.24
N 0.47 0.34 -1.65
N 0.46 0.31 -0.39
O 1.78 0.71 -1.95
H 1.65 0.83 1.26
H 4.11 1.91 -1.50
H 4.19 1.31 0.18
H -1.01 -1.91 -1.18
H -0.30 -2.29 0.28
H -1.98 -2.58 0.06
H -1.76 -1.16 2.08
H -1.54 0.55 2.09
H -0.22 -0.42 2.21
H -2.25 1.47 -0.04
H -2.15 0.27 -1.48
H -3.31 0.00 -0.19
*
```

Results
**Frontier orbital gap**: 6.80 eV
**Total energy**: -458.458211 a.u.
**ΔE to the lowest compared entry with this formula, charge and spin**: 605.6 kJ/mol